Formula: C3H9BrN
Source: the Open Molecules 2025 dataset
Level of theory: the ωB97M-V functional and the def2-TZVPD basis

Positions of all 14 atoms, in Å:
C (-0.035, -1.544, 0.065)
C (-1.547, 0.622, -0.254)
C (1.640, 1.229, -0.026)
N (-0.424, -0.194, 0.376)
Br (2.944, -0.174, -0.039)
H (-0.804, -1.988, -0.676)
H (0.975, -1.667, -0.253)
H (-0.061, -2.208, 0.907)
H (-1.498, 0.934, -1.373)
H (-2.439, -0.106, -0.359)
H (-1.651, 1.531, 0.429)
H (1.411, 1.646, -1.010)
H (1.632, 1.678, 0.979)
H (-0.143, 0.241, 1.235)

Properties
LUMO (spin up / spin down) = -6.52 / -6.64 eV
strongest force on any atom = 3.43 eV Å⁻¹
ΔE to the lowest compared entry with this formula, charge and spin = 94.5 kcal per mole
E = -2748.074325 hartree
charge = +1
gap between HOMO and LUMO (spin up / spin down) = 7.73 / 7.44 eV
HOMO (spin up / spin down) = -14.2 / -14.1 eV

In elementary charge units, the natural (NBO) charges are: atom 1 (C): -0.44, atom 2 (C): -0.45, atom 3 (C): -0.22, atom 4 (N): -0.46, atom 5 (Br): 0.26, atom 6 (H): 0.24, atom 7 (H): 0.22, atom 8 (H): 0.24, atom 9 (H): 0.24, atom 10 (H): 0.24, atom 11 (H): 0.24, atom 12 (H): 0.25, atom 13 (H): 0.24, atom 14 (H): 0.41


Formula: C22H43Cl2F6O4PRuSbSi3
Source: the Open Molecules 2025 dataset
Level of theory: the ωB97M-V functional and the def2-TZVPD basis

Positions of all 83 atoms, in Å:
Ru (0.785, 0.730, 1.426)
Cl (-4.338, 5.585, 2.958)
C (-2.894, 4.678, 2.675)
C (-1.734, 4.996, 3.402)
C (-0.573, 4.298, 3.212)
Cl (0.834, 4.745, 4.105)
C (-0.495, 3.201, 2.313)
O (0.618, 2.544, 2.212)
C (-1.671, 2.935, 1.556)
C (-1.709, 1.969, 0.532)
O (-0.796, 1.173, 0.202)
C (-2.861, 3.679, 1.756)
H (-1.758, 5.803, 4.122)
H (-2.622, 1.925, -0.069)
H (-3.744, 3.437, 1.179)
F (-1.066, -0.282, 2.525)
P (-1.487, -0.315, 4.173)
F (-0.436, 0.910, 4.394)
F (-1.855, -0.335, 5.713)
F (-0.256, -1.348, 4.395)
F (-2.639, 0.751, 3.833)
F (-2.463, -1.531, 3.834)
C (-1.556, 1.966, -3.948)
Si (-1.596, 0.107, -4.063)
C (-0.981, -0.527, -5.700)
C (-3.309, -0.475, -3.603)
Sb (-0.144, -0.756, -1.633)
Si (-1.026, -3.303, -1.953)
C (-0.031, -4.690, -1.219)
C (-1.100, -3.574, -3.796)
C (-2.676, -3.149, -1.111)
Si (1.822, 1.050, -2.225)
C (1.207, 2.729, -1.722)
C (2.095, 0.866, -4.060)
C (3.370, 0.613, -1.309)
H (-2.348, 2.333, -4.611)
H (-0.618, 2.411, -4.278)
H (-1.785, 2.323, -2.943)
H (-1.615, -0.068, -6.468)
H (-1.069, -1.607, -5.800)
H (0.048, -0.238, -5.910)
H (-4.012, 0.053, -4.259)
H (-3.570, -0.210, -2.576)
H (-3.470, -1.542, -3.740)
H (0.964, -4.795, -1.651)
H (-0.605, -5.583, -1.496)
H (0.038, -4.666, -0.135)
H (-0.134, -3.392, -4.270)
H (-1.857, -2.972, -4.294)
H (-1.353, -4.625, -3.965)
H (-2.560, -2.860, -0.064)
H (-3.176, -4.122, -1.129)
H (-3.331, -2.424, -1.594)
H (0.240, 3.009, -2.135)
H (1.950, 3.444, -2.095)
H (1.171, 2.829, -0.637)
H (1.309, 1.333, -4.653)
H (2.193, -0.178, -4.360)
H (3.036, 1.367, -4.310)
H (3.265, 0.642, -0.225)
H (4.098, 1.379, -1.603)
H (3.769, -0.360, -1.595)
C (0.690, -2.746, 1.671)
C (1.549, -2.250, 0.529)
C (3.031, -2.228, 0.851)
O (1.110, -0.934, 0.095)
H (0.977, -3.765, 1.940)
H (-0.371, -2.743, 1.409)
H (0.802, -2.124, 2.557)
H (1.426, -2.900, -0.338)
H (3.253, -1.528, 1.652)
H (3.622, -1.969, -0.027)
H (3.338, -3.225, 1.174)
C (2.847, -0.751, 4.940)
C (2.521, 0.320, 3.957)
C (2.698, 1.735, 4.361)
O (2.112, -0.014, 2.840)
H (3.865, -0.629, 5.315)
H (2.709, -1.736, 4.504)
H (2.170, -0.636, 5.791)
H (3.629, 1.849, 4.917)
H (1.876, 1.983, 5.039)
H (2.651, 2.407, 3.512)

Properties
LUMO (spin up / spin down) = -3.18 / -5.70 eV
strongest force on any atom = 0.50 eV Å⁻¹
E = -4229.596128 hartree
charge = +1
spin multiplicity = 5
expectation value of S² = 6.01
gap between HOMO and LUMO (spin up / spin down) = 7.29 / 4.97 eV
HOMO (spin up / spin down) = -10.5 / -10.7 eV

In elementary charge units, the Löwdin charges are: atom 1 (Ru): 1.31, atom 2 (Cl): 0.70, atom 3 (C): -0.66, atom 4 (C): -0.08, atom 5 (C): -0.56, atom 6 (Cl): 0.76, atom 7 (C): -0.34, atom 8 (O): -0.23, atom 9 (C): -0.13, atom 10 (C): -0.15, atom 11 (O): -0.31, atom 12 (C): -0.05, atom 13 (H): 0.12, atom 14 (H): 0.14, atom 15 (H): 0.12, atom 16 (F): -0.25, atom 17 (P): 0.18, atom 18 (F): -0.16, atom 19 (F): -0.11, atom 20 (F): -0.16, atom 21 (F): -0.13, atom 22 (F): -0.13, atom 23 (C): -0.21, atom 24 (Si): 0.50, atom 25 (C): -0.19, atom 26 (C): -0.21, atom 27 (Sb): 1.30, atom 28 (Si): 0.43, atom 29 (C): -0.19, atom 30 (C): -0.22, atom 31 (C): -0.20, atom 32 (Si): 0.46, atom 33 (C): -0.19, atom 34 (C): -0.22, atom 35 (C): -0.19, atom 36 (H): 0.05, atom 37 (H): 0.02, atom 38 (H): 0.03, atom 39 (H): 0.05, atom 40 (H): 0.02, atom 41 (H): 0.02, atom 42 (H): 0.05, atom 43 (H): 0.04, atom 44 (H): 0.02, atom 45 (H): 0.05, atom 46 (H): 0.06, atom 47 (H): 0.03, atom 48 (H): 0.04, atom 49 (H): 0.00, atom 50 (H): 0.05, atom 51 (H): 0.04, atom 52 (H): 0.05, atom 53 (H): 0.01, atom 54 (H): 0.02, atom 55 (H): 0.06, atom 56 (H): 0.02, atom 57 (H): 0.01, atom 58 (H): 0.04, atom 59 (H): 0.05, atom 60 (H): 0.02, atom 61 (H): 0.06, atom 62 (H): 0.04, atom 63 (C): -0.05, atom 64 (C): -0.52, atom 65 (C): -0.03, atom 66 (O): -0.64, atom 67 (H): 0.10, atom 68 (H): 0.08, atom 69 (H): 0.05, atom 70 (H): 0.07, atom 71 (H): 0.06, atom 72 (H): 0.07, atom 73 (H): 0.10, atom 74 (C): 0.01, atom 75 (C): -0.42, atom 76 (C): -0.01, atom 77 (O): -0.12, atom 78 (H): 0.10, atom 79 (H): 0.09, atom 80 (H): 0.11, atom 81 (H): 0.10, atom 82 (H): 0.10, atom 83 (H): 0.06


Formula: C5H8N2
Source: the Open Molecules 2025 dataset
Level of theory: the ωB97M-V functional and the def2-TZVPD basis

Positions of all 15 atoms, in Å:
C (-1.599, -1.091, 0.392)
C (-0.757, 0.086, -0.023)
C (-0.893, 1.555, -0.046)
N (0.095, 0.755, 0.731)
C (2.253, 0.283, 0.186)
C (1.915, -0.899, -0.376)
N (1.400, -1.607, -1.196)
H (-2.353, -0.799, 1.140)
H (-0.980, -1.873, 0.843)
H (-2.117, -1.488, -0.480)
H (0.121, -0.547, -1.475)
H (-0.541, 2.093, -0.917)
H (-1.638, 2.093, 0.559)
H (2.831, 0.837, -0.550)
H (2.263, 0.601, 1.213)

Properties
LUMO (spin up / spin down) = -0.63 / -0.63 eV
strongest force on any atom = 1.97 eV Å⁻¹
ΔE to the lowest compared entry with this formula, charge and spin = 155.3 kcal per mole
E = -304.588035 hartree
gap between HOMO and LUMO (spin up / spin down) = 8.33 / 8.32 eV
HOMO (spin up / spin down) = -9.0 / -9.0 eV

In elementary charge units, the natural (NBO) charges are: atom 1 (C): -0.65, atom 2 (C): 0.08, atom 3 (C): -0.30, atom 4 (N): -0.34, atom 5 (C): -0.43, atom 6 (C): 0.27, atom 7 (N): -0.41, atom 8 (H): 0.22, atom 9 (H): 0.23, atom 10 (H): 0.23, atom 11 (H): 0.22, atom 12 (H): 0.19, atom 13 (H): 0.18, atom 14 (H): 0.24, atom 15 (H): 0.26


Formula: C28H37N5O2PTc
Source: the Open Molecules 2025 dataset
Level of theory: the ωB97M-V functional and the def2-TZVPD basis

Positions of all 74 atoms, in Å:
Tc (-0.374, 0.007, -0.138)
C (1.268, 0.507, 2.823)
O (1.486, 0.264, 1.409)
C (2.405, -0.819, 1.150)
C (1.611, -2.055, 0.857)
O (0.735, -1.725, -0.293)
C (1.127, -2.354, -1.574)
H (2.224, 0.695, 3.307)
H (0.777, -0.345, 3.299)
H (0.649, 1.398, 2.903)
H (3.066, -0.989, 2.000)
H (3.009, -0.525, 0.291)
H (0.950, -2.321, 1.679)
H (2.223, -2.917, 0.602)
H (1.083, -3.430, -1.445)
H (2.129, -2.022, -1.831)
H (0.409, -2.035, -2.324)
C (-2.660, 1.593, 1.199)
N (-2.350, 0.311, 0.400)
C (-3.365, 0.251, -0.768)
N (-4.691, 0.255, -0.257)
C (-4.925, 1.490, 0.507)
N (-4.005, 1.566, 1.657)
C (-4.236, 0.401, 2.526)
N (-4.005, -0.852, 1.786)
C (-2.652, -0.884, 1.330)
C (-4.911, -0.902, 0.622)
H (-2.485, 2.432, 0.523)
H (-1.963, 1.638, 2.039)
H (-3.164, -0.658, -1.339)
H (-3.176, 1.130, -1.385)
H (-5.949, 1.495, 0.872)
H (-4.778, 2.355, -0.139)
H (-5.264, 0.416, 2.877)
H (-3.574, 0.447, 3.391)
H (-2.469, -1.805, 0.763)
H (-1.970, -0.819, 2.185)
H (-5.939, -0.896, 0.976)
H (-4.742, -1.824, 0.065)
N (-0.064, 1.574, -0.853)
P (0.571, 2.991, -1.504)
C (-0.723, 3.654, -2.518)
C (-0.819, 5.037, -2.685)
C (-1.764, 5.548, -3.562)
C (-2.609, 4.690, -4.256)
C (-2.517, 3.312, -4.085)
C (-1.574, 2.788, -3.217)
C (1.051, 4.090, -0.200)
C (1.868, 5.176, -0.522)
C (2.200, 6.091, 0.464)
C (1.738, 5.915, 1.763)
C (0.948, 4.819, 2.090)
C (0.599, 3.907, 1.108)
C (1.994, 2.534, -2.442)
C (3.148, 2.134, -1.752)
C (4.307, 1.895, -2.463)
C (4.318, 2.066, -3.848)
C (3.172, 2.457, -4.528)
C (1.996, 2.691, -3.830)
H (-0.174, 5.711, -2.136)
H (-1.841, 6.618, -3.702)
H (-3.346, 5.098, -4.936)
H (-3.174, 2.653, -4.639)
H (-1.480, 1.715, -3.104)
H (2.258, 5.301, -1.527)
H (2.825, 6.939, 0.220)
H (1.998, 6.637, 2.526)
H (0.606, 4.689, 3.108)
H (-0.022, 3.054, 1.350)
H (3.142, 2.051, -0.669)
H (5.212, 1.602, -1.947)
H (5.237, 1.906, -4.398)
H (3.194, 2.588, -5.602)
H (1.103, 3.002, -4.358)

Properties
LUMO (spin up / spin down) = -10.91 / -11.11 eV
strongest force on any atom = 2.03 eV Å⁻¹
E = -1934.501908 hartree
charge = +3
spin multiplicity = 4
expectation value of S² = 3.82
gap between HOMO and LUMO (spin up / spin down) = 6.35 / 6.16 eV
HOMO (spin up / spin down) = -17.3 / -17.3 eV

In elementary charge units, the natural (NBO) charges are: atom 1 (Tc): 1.55, atom 2 (C): -0.26, atom 3 (O): -0.58, atom 4 (C): -0.11, atom 5 (C): -0.10, atom 6 (O): -0.61, atom 7 (C): -0.25, atom 8 (H): 0.23, atom 9 (H): 0.19, atom 10 (H): 0.21, atom 11 (H): 0.25, atom 12 (H): 0.22, atom 13 (H): 0.22, atom 14 (H): 0.25, atom 15 (H): 0.24, atom 16 (H): 0.22, atom 17 (H): 0.22, atom 18 (C): -0.06, atom 19 (N): -0.50, atom 20 (C): -0.06, atom 21 (N): -0.42, atom 22 (C): -0.09, atom 23 (N): -0.42, atom 24 (C): -0.09, atom 25 (N): -0.42, atom 26 (C): -0.10, atom 27 (C): -0.09, atom 28 (H): 0.23, atom 29 (H): 0.21, atom 30 (H): 0.22, atom 31 (H): 0.23, atom 32 (H): 0.24, atom 33 (H): 0.22, atom 34 (H): 0.25, atom 35 (H): 0.22, atom 36 (H): 0.22, atom 37 (H): 0.21, atom 38 (H): 0.25, atom 39 (H): 0.22, atom 40 (N): -0.79, atom 41 (P): 1.79, atom 42 (C): -0.49, atom 43 (C): -0.10, atom 44 (C): -0.20, atom 45 (C): -0.13, atom 46 (C): -0.19, atom 47 (C): -0.19, atom 48 (C): -0.48, atom 49 (C): -0.11, atom 50 (C): -0.20, atom 51 (C): -0.14, atom 52 (C): -0.19, atom 53 (C): -0.19, atom 54 (C): -0.50, atom 55 (C): -0.18, atom 56 (C): -0.20, atom 57 (C): -0.13, atom 58 (C): -0.21, atom 59 (C): -0.09, atom 60 (H): 0.23, atom 61 (H): 0.25, atom 62 (H): 0.25, atom 63 (H): 0.24, atom 64 (H): 0.21, atom 65 (H): 0.23, atom 66 (H): 0.25, atom 67 (H): 0.25, atom 68 (H): 0.24, atom 69 (H): 0.19, atom 70 (H): 0.22, atom 71 (H): 0.25, atom 72 (H): 0.25, atom 73 (H): 0.25, atom 74 (H): 0.23


Formula: C3H8F3N4
Source: the Open Molecules 2025 dataset
Level of theory: the ωB97M-V functional and the def2-TZVPD basis

Positions of all 18 atoms, in Å:
C (0.916, -1.261, 0.705)
N (-0.046, -1.078, -0.042)
N (-0.077, -1.632, -1.278)
C (-0.929, 0.048, 0.251)
N (-0.140, 1.305, -0.493)
N (0.427, 2.209, 0.316)
C (-2.494, -0.181, -0.032)
F (-3.124, 0.955, 0.354)
F (-2.708, -0.349, -1.347)
F (-2.779, -1.240, 0.745)
H (1.604, -2.082, 0.410)
H (1.151, -0.766, 1.606)
H (0.665, -2.094, -1.611)
H (-0.951, -1.776, -1.722)
H (-0.991, 0.174, 1.404)
H (-0.777, 1.748, -1.266)
H (-0.141, 2.817, 0.895)
H (1.223, 1.951, 0.808)

Properties
LUMO = -4.67 eV
strongest force on any atom = 4.81 eV Å⁻¹
ΔE to the lowest compared entry with this formula, charge and spin = 0.0 kcal per mole
SMILES = C=[N+](N)[C@@H](NN)C(F)(F)F
E = -637.343053 hartree
charge = +1
gap between HOMO and LUMO = 8.56 eV
HOMO = -13.2 eV

In elementary charge units, the natural (NBO) charges are: atom 1 (C): 0.02, atom 2 (N): -0.06, atom 3 (N): -0.58, atom 4 (C): -0.04, atom 5 (N): -0.44, atom 6 (N): -0.62, atom 7 (C): 0.98, atom 8 (F): -0.29, atom 9 (F): -0.31, atom 10 (F): -0.30, atom 11 (H): 0.22, atom 12 (H): 0.24, atom 13 (H): 0.40, atom 14 (H): 0.42, atom 15 (H): 0.25, atom 16 (H): 0.40, atom 17 (H): 0.35, atom 18 (H): 0.36